This record from the OMol25 dataset describes a structure of composition C26H32MoN3O10P. The level of theory is ωB97M-V/def2-TZVPD.

The calculation puts the HOMO energy at -0.3172 hartree. The value obtained for the frontier orbital gap is 7.049 eV. The calculation puts the molecular weight at 673.47 g mol⁻¹. The energy relative to the best compared isomer or geometry (same formula, charge and spin) comes out at 0.0 kJ/mol. The value obtained for the lowest unoccupied orbital energy is -1.58 eV.

Cartesian coordinates (Å):
Mo  0.46  -0.88  0.52
P  1.02  1.64  -1.36
O  0.63  -2.67  1.45
O  -0.25  -6.21  -0.70
O  1.48  3.12  -1.04
O  -1.28  -0.05  0.78
O  3.53  -0.04  1.31
O  1.35  -1.39  -0.76
O  -0.28  -0.65  3.70
O  1.90  1.01  -2.34
O  0.89  0.97  0.07
O  -0.51  1.69  -1.79
N  -0.53  -3.60  -0.26
N  1.45  -0.38  2.23
N  -0.98  -2.30  -0.31
C  2.46  -6.25  2.43
C  -4.90  0.34  -1.14
C  3.16  0.39  3.68
C  -0.93  1.92  -3.18
C  -3.24  1.20  0.40
C  1.89  0.14  4.49
C  1.85  -5.07  2.10
C  0.93  -5.00  1.04
C  1.11  3.97  0.08
C  1.24  -7.37  0.67
C  2.80  -0.02  2.26
C  0.32  -3.71  0.72
C  0.86  -0.34  3.48
C  -0.12  3.05  -3.82
C  -2.39  2.32  -3.07
C  -2.86  -0.88  -0.77
C  2.00  3.62  1.26
C  -0.77  0.62  -3.94
C  -2.43  0.10  0.13
C  1.39  5.38  -0.41
C  -2.11  -2.09  -0.89
C  -0.36  3.82  0.44
C  2.15  -7.40  1.71
C  -4.10  -0.75  -1.41
C  -4.46  1.31  -0.23
C  0.62  -6.17  0.32
H  -0.22  3.97  -3.24
H  -2.56  -2.94  -1.41
H  -2.80  2.50  -4.06
H  -5.86  0.44  -1.63
H  -1.00  4.05  -0.41
H  1.20  6.10  0.38
H  0.76  5.62  -1.27
H  -0.59  2.81  0.79
H  3.45  1.44  3.66
H  -4.43  -1.52  -2.09
H  -1.12  0.73  -4.96
H  2.62  -8.34  1.96
H  1.79  2.60  1.60
H  1.00  -8.25  0.10
H  -2.90  1.94  1.11
H  2.44  5.46  -0.72
H  1.82  4.31  2.08
H  0.28  0.31  -3.95
H  -0.59  4.52  1.25
H  3.05  3.68  0.97
H  3.17  -6.29  3.25
H  2.07  -4.16  2.64
H  1.50  1.03  4.98
H  -1.36  -0.17  -3.45
H  2.00  -0.63  5.26
H  -5.09  2.16  -0.02
H  -0.61  -5.31  -0.84
H  -2.50  3.23  -2.48
H  4.02  -0.19  4.01
H  -0.50  3.23  -4.83
H  0.93  2.78  -3.89
H  -2.96  1.52  -2.60

=====

This record from the OMol25 dataset describes the ion C26H32N3S with charge +1 at a distorted geometry. The level of theory is ωB97M-V/def2-TZVPD.

As for the net charge: +1. The calculation puts the HOMO energy at -0.4194 hartree. The value obtained for the frontier orbital gap is 7.684 eV. The calculation puts the molecular weight at 418.63 g mol⁻¹. As for the structure (SMILES): Cc1ccc([C@@H](c2ccccc2)[C@@H](C)/C=[N+]2/C(C)(C)N=C(SCC#N)C2(C)C)cc1. The value obtained for the lowest unoccupied orbital energy is -3.73 eV.

Cartesian coordinates (Å):
S  4.91  0.51  0.93
N  1.15  -0.81  1.05
N  3.34  -1.60  1.20
N  8.44  -0.39  1.69
C  -4.05  3.52  -1.54
C  1.87  1.03  -0.50
C  -1.15  -3.29  -2.25
C  1.58  -3.17  0.38
C  1.93  -2.05  1.35
C  -4.53  4.91  -1.80
C  -1.45  -1.05  -1.38
C  -0.16  -0.84  1.02
C  -0.52  -0.57  -2.29
C  3.40  -0.33  0.99
C  -2.09  -0.14  -0.32
C  -1.78  -2.41  -1.37
C  2.03  0.37  0.88
C  1.84  1.37  2.02
C  -4.41  2.87  -0.36
C  -3.27  2.83  -2.47
C  1.70  -2.51  2.79
C  -1.07  0.30  0.70
C  -2.90  1.04  -0.88
C  -3.84  1.65  -0.03
C  -0.22  -2.81  -3.18
C  5.84  -0.90  1.75
C  7.30  -0.63  1.73
C  -2.74  1.57  -2.16
C  0.08  -1.45  -3.21
C  -1.70  0.79  2.00
H  -0.94  0.93  2.79
H  -0.50  1.14  0.27
H  1.03  1.73  -0.52
H  -4.33  5.54  -0.93
H  2.79  1.60  -0.73
H  -4.02  5.34  -2.67
H  2.62  2.14  1.94
H  0.78  -1.05  -3.95
H  5.48  -0.95  2.79
H  1.89  -1.70  3.50
H  -2.82  -0.76  0.22
H  0.58  -3.55  0.59
H  -2.42  0.04  2.35
H  5.60  -1.83  1.23
H  2.31  -3.98  0.51
H  -3.06  3.27  -3.45
H  -0.62  -1.81  1.25
H  2.40  -3.33  3.00
H  -2.52  -2.79  -0.67
H  -1.37  -4.35  -2.20
H  1.62  -2.81  -0.65
H  -5.10  3.36  0.32
H  -5.61  4.93  -1.98
H  1.73  0.26  -1.28
H  1.94  0.86  2.99
H  0.85  1.86  1.96
H  0.26  -3.49  -3.88
H  -2.18  1.03  -2.92
H  -4.13  1.17  0.91
H  -0.26  0.49  -2.32
H  0.67  -2.87  2.91
H  -2.21  1.74  1.85

=====

This record from the OMol25 dataset describes an isolated molecule of C26H32N4O3. The level of theory is ωB97M-V/def2-TZVPD.

The calculation puts the HOMO energy at -0.3151 hartree. The value obtained for the frontier orbital gap is 8.942 eV. The calculation puts the molecular weight at 448.57 g mol⁻¹. The energy relative to the best compared isomer or geometry (same formula, charge and spin) comes out at 33.9 kJ/mol. As for the structure (SMILES): CCCCN(C(=O)CC(c1ccccc1)c1ccccc1)c1c(N)n(CCC)c(=O)[nH]c1=O. The value obtained for the lowest unoccupied orbital energy is 0.37 eV.

Cartesian coordinates (Å):
O  -2.83  -1.99  3.66
O  0.93  -1.68  1.17
O  1.26  2.60  -0.60
N  -0.95  -1.77  2.42
N  -2.19  0.10  3.01
N  -1.55  2.22  2.25
N  0.74  1.23  1.10
C  -2.51  -1.21  -4.17
C  -1.29  0.89  2.34
C  2.56  -2.35  -1.63
C  -0.09  -0.04  -4.77
C  3.96  -0.44  -1.98
C  -0.18  0.35  1.72
C  -2.05  -1.23  -5.47
C  3.82  -1.78  -1.68
C  2.84  0.33  -2.23
C  -1.76  -0.61  -3.17
C  3.49  0.03  1.98
C  0.63  1.65  -0.19
C  4.95  -0.31  1.68
C  -0.54  -0.02  -3.46
C  1.44  -1.58  -1.89
C  -2.04  -1.28  3.07
C  -4.47  0.98  2.58
C  1.74  1.89  1.94
C  -0.34  0.88  -1.06
C  -5.71  1.56  3.25
C  0.34  0.63  -2.42
C  3.17  1.47  1.60
C  1.57  -0.23  -2.19
C  0.04  -1.07  1.71
C  -3.39  0.65  3.62
C  -0.83  -0.64  -5.77
H  -0.82  2.79  1.84
H  -2.63  -1.70  -6.25
H  -6.12  0.85  3.97
H  2.44  -3.40  -1.39
H  2.95  1.39  -2.46
H  -3.46  -1.67  -3.93
H  1.66  2.97  1.79
H  -0.60  -0.07  -0.59
H  -5.47  2.48  3.78
H  4.94  0.01  -2.02
H  -0.83  -2.78  2.46
H  -0.46  -0.65  -6.79
H  2.84  -0.65  1.43
H  0.87  0.41  -5.01
H  5.15  -0.19  0.62
H  -2.17  2.67  2.89
H  4.69  -2.38  -1.47
H  1.52  1.65  2.98
H  3.85  2.15  2.12
H  -4.73  0.06  2.05
H  5.62  0.34  2.24
H  -4.08  1.69  1.84
H  5.16  -1.34  1.96
H  -1.24  1.48  -1.21
H  -2.15  -0.61  -2.16
H  0.46  -2.03  -1.86
H  3.30  -0.11  3.05
H  -3.77  -0.13  4.29
H  -3.14  1.52  4.22
H  3.32  1.61  0.53
H  -6.47  1.78  2.51
H  0.67  1.60  -2.80

=====

This record from the OMol25 dataset describes a structure of composition C26H33BCuN11. The level of theory is ωB97M-V/def2-TZVPD.

Its multiplicity is 2. As for the net charge: +1. The calculation puts the HOMO energy (alpha / beta) at -0.4199 / -0.4197 hartree. The value obtained for the frontier orbital gap (alpha / beta) is 9.464 / 6.930 eV. The calculation puts the molecular weight at 573.99 g mol⁻¹. The value obtained for the lowest unoccupied orbital energy (alpha / beta) is -1.96 / -4.49 eV.

Cartesian coordinates (Å):
Cu  -0.17  0.94  -0.32
N  -0.35  0.61  1.65
N  1.18  0.92  -2.86
N  2.74  -1.69  4.86
N  -0.97  -0.50  -1.29
N  -0.93  -0.41  -2.63
N  0.26  0.37  3.73
N  1.48  1.07  -1.54
N  1.43  -1.32  4.94
N  -1.14  2.28  -1.45
N  2.81  -2.96  4.81
N  -1.05  2.07  -2.78
C  -2.09  3.96  0.11
C  0.60  0.13  2.44
C  0.63  -2.43  4.92
C  -1.79  3.12  -4.92
C  -0.94  1.03  3.75
C  -1.18  -3.93  4.87
C  2.80  1.24  -1.46
C  1.09  -4.81  4.79
C  -1.32  1.16  2.46
C  -1.96  -2.29  -2.13
C  3.51  1.48  -0.17
C  -0.28  -5.00  4.80
C  -1.82  3.41  -1.25
C  1.07  0.05  4.91
C  2.31  0.85  -5.09
C  -1.59  -1.64  -0.96
C  -1.66  -1.69  -4.64
C  1.54  -3.49  4.84
C  -0.75  -2.62  4.93
C  -2.20  3.93  -2.49
C  1.76  -0.68  2.00
C  -1.53  -1.48  -3.17
C  -1.81  -2.06  0.46
C  2.29  0.99  -3.60
C  -1.70  3.05  -3.44
C  3.36  1.19  -2.74
B  -0.30  0.83  -3.31
H  -1.42  1.33  4.67
H  4.40  1.29  -3.00
H  -0.80  3.17  -5.37
H  1.77  1.67  -5.56
H  4.36  2.15  -0.34
H  -2.17  -2.63  -4.84
H  -0.86  -2.16  0.99
H  -3.15  3.95  0.33
H  3.34  0.87  -5.44
H  -2.48  -3.23  -2.21
H  -1.75  4.99  0.17
H  -2.32  -3.02  0.48
H  1.99  0.63  4.90
H  1.84  -0.08  -5.40
H  -0.67  -6.01  4.76
H  2.85  1.94  0.56
H  -2.77  4.82  -2.67
H  3.91  0.55  0.24
H  -2.24  -4.14  4.88
H  -1.56  3.38  0.87
H  -2.41  -1.33  0.99
H  -2.35  4.00  -5.21
H  1.79  -5.63  4.73
H  0.48  0.33  5.79
H  -2.22  1.59  2.05
H  1.62  -1.73  2.29
H  -2.29  2.24  -5.32
H  -0.68  -1.72  -5.12
H  -1.45  -1.79  5.00
H  -2.23  -0.88  -5.10
H  -0.38  0.76  -4.49
H  2.69  -0.34  2.45
H  1.84  -0.63  0.92

=====

This record from the OMol25 dataset describes an isolated molecule of C26H33BrN2O7S. The level of theory is ωB97M-V/def2-TZVPD.

The calculation puts the HOMO energy at -0.2989 hartree. The value obtained for the frontier orbital gap is 8.564 eV. The calculation puts the molecular weight at 597.53 g mol⁻¹. The energy relative to the best compared isomer or geometry (same formula, charge and spin) comes out at 2.9 kJ/mol. As for the structure (SMILES): CCOC(=O)c1c(CSc2ccccc2)n(C)c2cc(Br)c(OC[C@H](O)CNC(CO)(CO)CO)cc12. The value obtained for the lowest unoccupied orbital energy is 0.43 eV.

Cartesian coordinates (Å):
Br  -1.46  -4.45  0.05
S  6.28  -1.40  -0.62
O  -6.21  2.37  -2.00
O  -1.63  -1.76  1.02
O  3.97  1.78  -0.86
O  -3.48  -1.64  3.14
O  -7.97  0.50  -1.07
O  2.13  1.70  0.42
O  -6.90  2.37  0.63
N  -4.41  -0.25  -0.16
N  3.19  -2.31  -1.54
C  5.85  1.60  2.05
C  -5.58  0.57  -0.42
C  5.73  -0.42  0.77
C  4.80  1.15  2.83
C  4.70  -0.88  1.57
C  -2.06  -0.51  1.53
C  5.07  -0.74  -1.86
C  3.70  -1.05  -1.42
C  -3.47  -0.72  2.08
C  3.86  -3.42  -2.15
C  1.03  -3.38  -0.83
C  3.26  4.06  -1.39
C  -6.82  -0.28  -0.80
C  4.13  3.16  -0.52
C  4.23  -0.09  2.60
C  0.48  -0.81  0.26
C  -4.42  -1.19  0.95
C  1.67  -1.07  -0.42
C  -5.88  1.43  0.83
C  1.95  -2.35  -0.95
C  6.32  0.81  1.01
C  -5.19  1.49  -1.60
C  -0.14  -3.10  -0.16
C  2.91  1.15  -0.32
C  2.80  -0.25  -0.72
C  -0.43  -1.84  0.39
H  4.88  -3.49  -1.77
H  -1.39  -0.18  2.33
H  3.88  3.29  0.53
H  -4.14  -0.72  -1.02
H  -4.06  -2.17  0.61
H  -7.73  1.13  -1.77
H  4.26  -1.85  1.38
H  3.45  5.10  -1.15
H  -4.96  0.88  -2.48
H  3.33  -4.34  -1.91
H  2.21  3.84  -1.21
H  -4.28  2.04  -1.32
H  -4.98  2.00  1.09
H  -5.41  -1.34  1.38
H  -2.09  0.24  0.73
H  7.13  1.15  0.38
H  3.89  -3.31  -3.24
H  -6.57  -0.90  -1.67
H  -6.13  0.78  1.67
H  3.41  -0.44  3.21
H  -7.10  -0.94  0.02
H  5.33  -1.24  -2.79
H  1.20  -4.37  -1.23
H  -6.45  2.89  -1.21
H  4.42  1.77  3.63
H  -3.83  0.22  2.49
H  0.30  0.17  0.66
H  -3.08  -2.46  2.82
H  3.48  3.89  -2.44
H  6.30  2.56  2.24
H  5.23  0.33  -1.94
H  -7.70  1.88  0.36
H  5.19  3.37  -0.68

=====

This record from the OMol25 dataset describes a structure of composition C26H33EuN4O3SSe at a distorted geometry. The level of theory is ωB97M-V/def2-TZVPD.

Its multiplicity is 7. The calculation puts the HOMO energy (alpha / beta) at -0.2791 / -0.2794 hartree. The value obtained for the frontier orbital gap (alpha / beta) is 7.760 / 7.798 eV. The calculation puts the molecular weight at 712.57 g mol⁻¹. The energy relative to the best compared isomer or geometry (same formula, charge and spin) comes out at 139.6 kJ/mol. The value obtained for the lowest unoccupied orbital energy (alpha / beta) is 0.17 / 0.19 eV.

Cartesian coordinates (Å):
Eu  -0.19  -0.78  -1.14
Se  -0.35  0.13  -6.26
S  2.01  2.12  1.94
O  -0.34  2.17  -0.40
O  -0.71  -2.88  -1.25
O  0.09  -0.73  0.98
N  -0.03  -0.82  -3.47
N  -0.42  1.69  -1.75
N  -2.55  -0.63  -0.90
N  2.10  -0.12  -0.99
C  2.11  3.11  4.42
C  2.84  -0.63  -0.08
C  1.05  -1.42  1.56
C  -3.10  -3.00  -1.29
C  2.39  -1.40  1.08
C  0.66  2.25  -2.59
C  -2.96  1.78  -1.43
C  0.77  -2.15  2.71
C  -3.36  -1.62  -0.88
C  2.69  0.73  -2.02
C  -4.24  -3.81  -1.46
C  3.06  2.81  3.26
C  3.07  -2.83  2.94
C  1.17  1.92  4.49
C  -1.81  -3.54  -1.52
C  -1.74  -4.85  -2.02
C  2.06  2.13  -2.00
C  -1.75  1.95  -2.35
C  1.74  -2.86  3.38
C  -2.87  -5.61  -2.22
C  3.36  -2.10  1.81
C  -4.15  -5.10  -1.92
C  -3.00  0.66  -0.38
C  0.64  1.70  3.07
C  -0.51  3.58  -0.21
C  -0.16  -0.49  -4.59
H  0.33  0.67  2.89
H  -0.21  2.35  2.86
H  -1.83  1.25  -3.19
H  1.55  4.02  4.21
H  3.81  2.08  3.56
H  2.06  2.50  -0.97
H  -5.21  -3.38  -1.24
H  -0.26  -2.16  3.05
H  -3.82  1.66  -2.10
H  -5.03  -5.70  -2.06
H  3.57  3.70  2.89
H  3.85  -3.36  3.47
H  -1.49  3.77  0.22
H  0.44  3.30  -2.80
H  0.27  3.90  0.47
H  -4.38  -1.44  -0.53
H  2.70  2.79  -2.58
H  -3.13  2.72  -0.88
H  -2.36  0.93  0.46
H  -0.75  -5.25  -2.23
H  -4.03  0.58  -0.02
H  0.35  2.08  5.19
H  3.92  -0.48  -0.14
H  2.66  3.26  5.35
H  -1.78  2.96  -2.76
H  2.52  0.28  -3.00
H  -0.42  4.13  -1.15
H  -2.77  -6.61  -2.60
H  1.72  1.03  4.81
H  1.48  -3.43  4.27
H  3.77  0.82  -1.86
H  4.38  -2.06  1.46
H  0.58  1.72  -3.54

=====

This record from the OMol25 dataset describes a structure of composition C26H33F5N3PPdSSi at a distorted geometry. The level of theory is ωB97M-V/def2-TZVPD.

The calculation puts the HOMO energy at -0.2487 hartree. The value obtained for the frontier orbital gap is 6.137 eV. The calculation puts the molecular weight at 680.11 g mol⁻¹. The energy relative to the best compared isomer or geometry (same formula, charge and spin) comes out at 123.6 kJ/mol. The value obtained for the lowest unoccupied orbital energy is -0.63 eV.

Cartesian coordinates (Å):
Pd  0.20  -0.70  -0.34
S  1.88  -1.55  -1.93
P  0.32  1.76  0.08
Si  -0.24  -1.85  1.48
F  6.80  -2.81  -2.39
F  7.59  -1.18  -0.35
F  4.24  -2.95  -3.10
F  3.18  0.28  0.21
F  5.73  0.35  0.93
N  0.20  4.58  -0.05
N  -1.91  3.42  -0.38
N  -0.21  3.38  -2.12
C  0.43  2.11  -1.74
C  1.50  -2.25  2.02
C  -1.19  4.63  0.22
C  -2.98  -0.86  -0.98
C  0.88  3.46  0.64
C  -1.61  3.37  -1.89
C  4.14  -2.79  2.77
C  -4.94  0.01  -2.19
C  -4.45  -0.95  -1.10
C  -1.48  2.14  0.29
C  4.03  -0.53  -0.46
C  3.57  -1.36  -1.47
C  -5.09  -0.58  0.24
C  0.42  4.53  -1.49
C  -1.06  -0.77  2.76
C  2.04  -1.70  3.18
C  -4.86  -2.39  -1.48
C  -1.77  -0.75  -0.97
C  3.62  -3.34  1.61
C  2.32  -3.07  1.24
C  -1.23  -3.39  1.23
C  3.35  -1.98  3.56
C  5.90  -2.06  -1.75
C  5.36  -0.46  -0.07
C  6.30  -1.24  -0.71
C  4.56  -2.11  -2.10
H  -1.73  2.22  1.35
H  -1.64  5.51  -0.22
H  -2.05  1.32  -0.16
H  -6.18  -0.73  0.20
H  -6.02  -0.03  -2.28
H  -1.39  4.60  1.30
H  5.17  -2.99  3.05
H  -4.65  1.04  -1.95
H  1.49  4.48  -1.68
H  -4.69  -1.19  1.04
H  -1.42  -3.83  2.21
H  1.44  -1.06  3.81
H  -0.69  -4.11  0.62
H  -4.50  -0.24  -3.16
H  1.95  3.55  0.48
H  -2.91  3.55  -0.26
H  -2.18  -3.18  0.74
H  -2.09  -0.56  2.45
H  -5.94  -2.46  -1.59
H  0.71  3.55  1.72
H  -4.39  -2.68  -2.42
H  0.02  5.44  -1.94
H  -1.09  -1.28  3.73
H  -0.54  0.18  2.88
H  1.93  -3.49  0.31
H  4.24  -3.97  0.98
H  1.48  2.13  -2.02
H  3.75  -1.55  4.47
H  -2.09  4.25  -2.31
H  -2.07  2.45  -2.26
H  -4.90  0.47  0.48
H  -0.03  1.28  -2.28
H  -4.54  -3.09  -0.71